The following is a quantum chemistry calculation of a molecular structure, C19H44F8N6O17S8V, from OMol25.

Structure (XYZ):
```
103
Properties=species:S:1:pos:R:3
V -0.090 1.279 1.622
C -6.399 -0.125 4.505
C -4.891 -0.452 4.661
N -4.379 -1.032 6.046
C -2.828 -1.267 5.955
C -4.764 -0.086 7.258
C -4.076 1.316 7.048
C -5.079 -2.372 6.395
C -4.919 -3.570 5.344
O -3.572 -3.946 4.888
C -2.740 -4.519 5.824
H -6.711 0.619 5.238
H -6.858 -1.113 4.463
H -6.346 0.410 3.557
H -4.236 0.400 4.482
H -4.773 -1.318 4.010
H -2.275 -0.340 5.802
H -2.576 -1.837 5.060
H -2.527 -1.628 6.938
H -4.338 -0.569 8.138
H -5.849 -0.057 7.362
H -4.064 1.713 8.063
H -4.707 1.891 6.370
H -3.060 1.341 6.654
H -6.153 -2.337 6.573
H -4.671 -2.707 7.349
H -5.479 -3.496 4.412
H -5.358 -4.460 5.796
H -2.627 -5.603 5.797
H -2.835 -4.115 6.832
H -1.711 -4.272 5.564
C 1.708 -0.328 -3.167
C 1.089 0.094 -4.569
C 1.968 -0.215 -5.764
C 3.489 0.282 -5.676
N 4.423 -0.314 -6.794
C 5.772 0.298 -6.575
C 6.711 -0.721 -6.970
C 6.114 -2.104 -6.637
C 4.542 -1.870 -6.474
C 3.873 -0.091 -8.262
C 3.664 1.367 -8.745
C 2.950 1.567 -10.102
H 1.209 0.039 -2.270
H 2.699 0.106 -3.034
H 1.823 -1.389 -2.944
H 0.834 1.152 -4.513
H 0.220 -0.538 -4.750
H 1.475 0.138 -6.670
H 2.058 -1.294 -5.887
H 3.845 -0.054 -4.703
H 3.619 1.354 -5.830
H 5.964 1.277 -7.014
H 5.999 0.497 -5.528
H 6.991 -0.638 -8.021
H 7.607 -0.368 -6.459
H 6.302 -2.768 -7.482
H 6.636 -2.570 -5.802
H 3.895 -2.562 -7.012
H 4.359 -2.034 -5.412
H 2.964 -0.692 -8.237
H 4.517 -0.652 -8.939
H 4.621 1.862 -8.911
H 3.246 1.994 -7.958
H 2.721 2.626 -10.225
H 2.015 1.007 -10.114
H 3.539 1.160 -10.924
N -1.704 0.987 0.451
S -3.218 0.252 0.847
O -3.289 -1.181 0.521
O -4.338 1.125 0.677
F -2.995 0.342 2.490
S -2.067 1.018 -1.068
O -2.902 2.118 -1.510
O -2.047 -0.180 -1.851
F -0.578 1.601 -1.394
N 0.483 -0.619 2.029
S 0.610 -1.567 3.484
O 2.005 -1.870 3.884
O -0.501 -2.435 3.809
F 0.217 -0.342 4.474
S 0.879 -1.912 1.242
O -0.144 -2.922 1.094
O 2.303 -2.250 1.222
F 0.737 -1.172 -0.218
N -0.618 2.423 3.123
S 0.244 2.879 4.544
O 0.101 2.094 5.830
O 0.912 4.219 4.709
F 1.500 2.060 3.940
S -1.798 3.376 3.675
O -1.668 4.808 3.429
O -2.570 2.956 4.857
F -2.827 3.040 2.470
N 1.228 2.489 0.817
S 1.429 3.977 0.519
O 1.306 4.424 -0.885
O 2.138 4.794 1.476
F -0.057 4.266 1.060
S 2.863 2.262 0.265
O 3.951 2.476 1.223
O 3.107 2.440 -1.179
F 2.741 0.659 0.311
```

**Spin multiplicity**: 3
**HOMO-LUMO gap (spin up / spin down)**: 7.3 / 7.7 eV
**Charge**: +1
**E_HOMO (spin up / spin down)**: -12.46 / -12.46 eV
**⟨S²⟩**: 2.009



The following is a quantum chemistry calculation of a molecular structure, C19H44GeN4O5PdSi3, from OMol25.

Structure (XYZ):
```
77
Properties=species:S:1:pos:R:3
Pd 0.594 0.033 0.165
C -2.485 -4.495 1.259
O -1.887 -3.394 1.926
C -1.311 -2.406 1.200
O -0.608 -1.598 1.745
N -1.592 -2.444 -0.146
N -1.069 -1.415 -0.932
H -2.664 -5.245 2.026
H -1.821 -4.902 0.496
H -3.445 -4.219 0.812
H -2.503 -2.791 -0.407
H -1.722 -0.636 -0.991
H -0.786 -1.784 -1.830
C -5.330 2.742 -1.233
C -5.769 2.144 0.096
C -4.588 1.758 0.996
C -5.069 0.988 2.254
C -6.152 1.668 3.082
C -3.881 3.025 1.444
O -4.473 3.991 1.893
N -2.522 3.014 1.350
C -1.741 1.997 0.773
O -0.515 2.159 0.827
N -2.337 0.955 0.190
C -3.668 0.779 0.243
O -4.205 -0.196 -0.293
H -6.194 3.016 -1.839
H -4.730 2.033 -1.804
H -4.736 3.646 -1.080
H -6.364 1.244 -0.072
H -6.380 2.867 0.638
H -4.197 0.780 2.882
H -5.426 0.025 1.885
H -5.875 2.686 3.352
H -6.323 1.101 3.998
H -7.098 1.711 2.540
H -2.020 3.816 1.704
C 2.500 -0.329 -3.964
Si 3.534 -0.033 -2.408
C 3.540 1.827 -2.094
C 5.308 -0.521 -2.849
Ge 2.526 -1.135 -0.567
Si 3.883 -0.686 1.346
C 5.692 -1.243 1.313
C 3.876 1.177 1.660
C 3.088 -1.482 2.859
Si 2.606 -3.470 -0.895
C 2.011 -4.377 0.655
C 1.470 -4.024 -2.307
C 4.322 -4.135 -1.316
H 2.855 0.275 -4.803
H 1.457 -0.070 -3.775
H 2.532 -1.378 -4.266
H 3.624 2.385 -3.031
H 4.375 2.115 -1.453
H 2.619 2.132 -1.593
H 5.661 0.047 -3.714
H 5.382 -1.582 -3.088
H 5.984 -0.326 -2.015
H 6.234 -0.782 0.485
H 5.759 -2.324 1.187
H 6.202 -0.980 2.243
H 4.513 1.720 0.960
H 4.212 1.406 2.675
H 2.858 1.565 1.546
H 3.107 -2.571 2.814
H 2.040 -1.179 2.921
H 3.597 -1.169 3.775
H 1.253 -3.793 1.179
H 2.835 -4.535 1.353
H 1.590 -5.356 0.407
H 0.420 -3.897 -2.033
H 1.629 -5.079 -2.543
H 1.651 -3.443 -3.213
H 5.040 -3.897 -0.531
H 4.694 -3.692 -2.241
H 4.300 -5.220 -1.444
```

**Spin multiplicity**: 2
**HOMO-LUMO gap (spin up / spin down)**: 6.3 / 7.4 eV
**Charge**: -1
**E_HOMO (spin up / spin down)**: -3.71 / -4.79 eV
**⟨S²⟩**: 0.753



The following is a quantum chemistry calculation of a molecular structure, C19H45Cl3MoP2, from OMol25.

Structure (XYZ):
```
70
Properties=species:S:1:pos:R:3
Mo 0.058 -0.125 0.273
Cl 0.541 -0.021 -2.116
P -0.416 -2.449 -0.211
C 0.784 -3.306 -1.373
C -0.583 -3.544 1.302
C -2.019 -2.569 -1.154
C 2.227 -2.798 -1.316
H 0.367 -3.081 -2.365
C 0.838 -4.817 -1.162
H 1.390 -5.053 -0.241
H 1.399 -5.264 -1.994
H -0.136 -5.307 -1.130
H 2.330 -1.772 -1.678
H 2.815 -3.431 -1.997
H 2.669 -2.879 -0.311
H -1.743 -2.039 -2.079
C -3.190 -1.824 -0.516
C -2.367 -4.022 -1.469
H -1.686 -4.442 -2.213
H -3.379 -4.063 -1.889
H -2.364 -4.655 -0.570
H -2.864 -1.026 0.162
H -3.869 -2.493 0.033
H -3.778 -1.343 -1.308
C 0.650 -3.397 2.189
H -0.616 -4.577 0.937
C -1.841 -3.260 2.114
H 1.579 -3.735 1.707
H 0.492 -3.968 3.115
H 0.798 -2.351 2.503
H -1.954 -2.174 2.276
H -1.742 -3.712 3.111
H -2.760 -3.651 1.666
Cl -1.336 -0.004 2.203
H -1.400 0.460 -0.187
P 0.355 2.420 -0.165
C -0.566 3.205 -1.598
C -0.114 3.548 1.245
C 2.135 2.769 -0.638
C -1.927 2.565 -1.847
H 0.094 2.953 -2.438
C -0.703 4.728 -1.501
H -1.518 5.030 -0.827
H -0.952 5.097 -2.503
H 0.217 5.232 -1.194
H -1.834 1.563 -2.275
H -2.488 3.190 -2.554
H -2.525 2.469 -0.930
H 2.203 2.201 -1.579
C 3.194 2.236 0.359
C 2.454 4.241 -0.902
H 2.002 4.644 -1.810
H 3.542 4.331 -1.025
H 2.186 4.861 -0.034
H 2.808 1.874 1.324
H 3.905 3.044 0.576
H 3.778 1.435 -0.120
C -1.592 3.400 1.600
H 0.074 4.552 0.854
C 0.762 3.297 2.460
H -2.258 3.950 0.924
H -1.759 3.797 2.611
H -1.887 2.338 1.620
H 0.731 2.243 2.780
H 0.392 3.899 3.302
H 1.803 3.583 2.285
Cl 1.959 -0.089 2.910
C 1.883 -0.603 1.227
H 2.448 -1.475 1.063
H 2.300 0.161 0.491
```

**Energy above the lowest of the compared OMol25 structures with the same formula, charge and spin**: 0.00 kcal/mol
**Spin multiplicity**: 3
**HOMO-LUMO gap (spin up / spin down)**: 7.0 / 7.5 eV
**Charge**: 0
**E_HOMO (spin up / spin down)**: -7.77 / -7.78 eV
**⟨S²⟩**: 2.054



The evaluated total energy for the records listed, in turn: -198252.8840; -120249.7635; -78434.1424 eV.
The evaluated max |F| for the records listed, in turn: 12.64; 0.59; 3.38 eV Å⁻¹.